# 1
A 8-piece molecular cluster, C17H39Cl8N3O4 overall in a non-equilibrium geometry. Source: OMol25; level of theory: wB97M-V/def2-TZVPD.

SMILES string = CC(N)=O.CC(N)=O.CC(N)=O.CC(C)O.ClCCCl.ClCCCl.ClCCCl.ClCCCl
HOMO-LUMO gap = 9.915 eV
energy relative to the best compared isomer or geometry (same formula, charge and spin) = 0.0 kcal per mole
LUMO = 0.29 eV

XYZ file:
```
71
Properties=species:S:1:pos:R:3:forces:R:3
C -3.143208 3.410960 0.925318 0.111 0.884 -0.803
C -3.034584 3.808683 -0.584822 -0.559 -2.490 2.296
N -2.954739 2.775294 -1.440510 0.483 -0.301 -0.627
O -3.182902 4.911850 -0.994035 0.270 2.772 -0.434
H -2.330114 3.763381 1.559963 0.450 -0.047 -0.444
H -3.237894 2.332090 1.048522 -0.370 0.199 0.128
H -3.971573 4.026771 1.275593 -0.408 -0.561 0.100
H -2.987724 1.797743 -1.188730 0.041 0.117 -0.045
H -2.898736 3.110328 -2.391681 -0.160 -0.649 -0.127
C 2.280805 -4.263464 -1.261467 -1.115 -0.794 -1.272
C 1.396398 -5.458607 -1.718755 -1.233 1.114 1.440
N 1.962299 -6.380849 -2.468333 1.988 -1.069 -1.225
O 0.224706 -5.594824 -1.398882 -0.103 0.712 0.156
H 2.847769 -3.925364 -2.128843 0.519 -0.179 0.173
H 2.904704 -4.606881 -0.436286 -0.036 0.475 0.018
H 1.595785 -3.437613 -1.069583 0.164 -0.212 0.707
H 1.444502 -7.199627 -2.753953 0.046 0.202 0.201
H 2.964498 -6.357960 -2.591531 -0.251 -0.184 -0.228
C 4.200483 1.572401 -0.652753 1.430 0.427 -0.932
C 4.156536 2.888149 -1.427250 -1.625 -2.628 0.094
N 4.376670 3.965338 -0.769956 1.541 3.975 2.746
O 3.737493 2.995411 -2.549691 -0.553 -0.843 -2.107
H 4.725726 0.932230 -1.361552 -0.518 -0.664 0.112
H 3.198455 1.240590 -0.380841 0.184 0.008 -0.168
H 4.873519 1.631823 0.202576 -0.336 0.086 0.289
H 4.126274 4.824537 -1.238119 0.326 -0.056 0.024
H 4.815525 4.036598 0.136927 -0.282 -0.235 -0.184
C -0.694437 0.920459 0.516276 1.028 0.418 -0.526
C -1.134478 -0.181705 -0.489780 0.264 2.527 2.146
C -0.326563 -1.383852 -0.127868 0.661 -1.163 -2.104
O -2.541884 -0.360783 -0.343493 0.892 -0.093 -0.573
H -1.200326 1.868037 0.331157 -0.138 -0.247 0.468
H 0.363137 1.163587 0.413693 0.335 0.021 -0.808
H -0.614550 0.612260 1.558735 -1.225 -0.200 0.228
H -0.933688 0.271566 -1.460519 0.061 -0.666 -0.338
H -0.693987 -2.220373 -0.722280 -0.107 -0.433 0.159
H -0.224079 -1.715351 0.905437 -0.333 0.505 0.054
H 0.661000 -1.197394 -0.549817 0.333 -0.050 0.330
H -2.470649 -0.960349 0.402858 -1.320 -0.023 0.236
Cl -1.420490 -3.858425 4.242089 0.052 -0.060 0.156
C -2.890075 -2.884802 4.481687 -0.862 -0.196 -0.237
C -2.821051 -1.621638 3.575846 0.283 -0.711 2.143
Cl -2.899607 -2.169694 1.923593 -0.315 -0.496 -0.224
H -3.069733 -2.797632 5.553233 0.647 0.973 0.022
H -3.748389 -3.511145 4.238586 0.130 -0.037 -0.700
H -1.859408 -1.160310 3.800637 -0.020 0.188 -0.398
H -3.612362 -0.905265 3.796622 -0.081 -0.207 -0.149
Cl -3.548582 -3.685800 -1.570488 -0.319 0.444 -0.635
C -2.470645 -3.938040 -2.984325 1.407 0.181 -0.385
C -2.177541 -2.712669 -3.930593 -0.105 -0.708 1.742
Cl -3.528386 -2.443441 -4.966041 -1.644 0.544 -0.834
H -2.829375 -4.787342 -3.565793 -0.127 0.143 0.161
H -1.571720 -4.226276 -2.439383 0.304 -0.102 -0.560
H -1.381294 -2.792708 -4.670646 0.510 -0.665 0.820
H -2.012646 -1.847969 -3.287781 -0.001 0.129 -0.191
Cl 0.419150 6.849365 -2.468573 0.106 0.127 -0.007
C 0.743559 5.243646 -1.703251 -1.591 0.893 -0.364
C 1.256354 5.521049 -0.308671 1.390 -0.331 -0.688
Cl 1.474987 3.928178 0.496367 -0.348 0.286 0.338
H 1.352189 4.729564 -2.447153 0.420 -0.212 0.782
H -0.246538 4.789710 -1.661401 0.142 -0.211 0.044
H 0.696389 6.230716 0.300367 -0.485 -0.521 -0.205
H 2.247064 5.962187 -0.418194 0.110 -0.081 0.224
Cl 0.597540 0.289597 5.279829 0.107 0.034 -0.346
C 1.656051 0.495938 3.856057 0.649 -0.261 -0.518
C 2.306898 -0.808050 3.462444 -1.195 -1.213 1.635
Cl 2.992594 -0.702191 1.868467 0.635 0.064 -0.445
H 2.458234 1.187358 4.113989 -0.462 0.372 -0.115
H 1.106465 0.760909 2.952814 -0.317 0.738 0.534
H 1.537155 -1.579708 3.450029 -0.141 0.001 -0.337
H 2.963047 -1.170204 4.253912 0.668 0.238 -0.428
```
Forces are in eV/Å.

Löwdin atomic charge list, values in e, 4 entries: number 1, C, carries -0.002; number 2, C, carries -0.627; number 3, N, carries 0.170; number 4, O, carries 0.052

# 2
A 2-piece molecular cluster, C4H9NO2 overall in a non-equilibrium geometry. Source: OMol25; level of theory: wB97M-V/def2-TZVPD.

SMILES string = C/N=C/OCC=O.[H][H]
HOMO-LUMO gap = 10.655 eV
energy relative to the best compared isomer or geometry (same formula, charge and spin) = 111.6 kcal per mole
LUMO = 0.89 eV

XYZ file:
```
16
Properties=species:S:1:pos:R:3:forces:R:3
C -2.334655 -0.435400 -1.885912 -0.122 0.001 -0.061
N -1.136541 -0.249801 -1.091913 0.200 0.372 0.347
C -1.076035 0.717094 -0.294056 0.108 -0.182 -0.224
O 0.006889 0.987646 0.498671 0.241 0.226 -0.131
C 1.097155 0.123555 0.413561 1.231 0.359 -1.420
C 2.284382 0.426053 1.200842 -0.001 -0.312 1.354
O 3.136396 -0.406588 1.454935 0.317 0.842 -0.157
H -2.061420 -0.423501 -2.946025 -0.048 -0.033 0.168
H -2.766189 -1.417535 -1.666285 0.096 0.149 -0.047
H -3.108467 0.328062 -1.720349 0.120 -0.042 0.047
H -1.851783 1.470755 -0.113635 0.127 -0.160 -0.018
H 0.798245 -0.897333 0.168099 0.584 0.238 0.057
H 2.039172 0.515458 -0.298463 -2.407 -0.512 -1.058
H 2.340613 1.500638 1.446520 0.329 0.040 0.132
H 0.943258 -1.099594 2.429742 -0.138 -0.405 0.474
H 1.688980 -1.139509 2.404270 -0.637 -0.581 0.538
```
Forces are in eV/Å.

natural (NBO) atomic charge list, values in e, 4 entries: number 1, C, carries -0.426; number 2, N, carries -0.482; number 3, C, carries 0.406; number 4, O, carries -0.499

# 3
C30H51N2O2P2Ru as an isolated structure in a non-equilibrium geometry. Source: OMol25; level of theory: wB97M-V/def2-TZVPD.

HOMO-LUMO gap (alpha / beta) = 7.216 / 6.215 eV
energy relative to the best compared isomer or geometry (same formula, charge and spin) = 0.0 kcal per mole
total charge = +3
⟨S²⟩ = 6.05
multiplicity = 5
LUMO (alpha / beta) = -9.27 / -12.29 eV

XYZ file:
```
88
Properties=species:S:1:pos:R:3:forces:R:3
C -2.268500 1.370475 -1.084702 0.450 0.485 0.312
C -2.060941 -0.971220 -0.870843 -0.477 0.141 0.201
C -3.294100 1.250090 -2.022001 -0.001 -0.474 -0.092
C -3.165402 -1.128524 -1.748918 0.556 -0.549 0.035
C -3.777247 -0.024491 -2.314919 -0.277 0.496 -0.055
H -3.671266 2.153898 -2.487837 -0.067 -0.215 -0.094
H -3.472827 -2.145590 -1.994419 0.023 0.332 -0.108
H -4.605278 -0.144838 -3.010331 0.142 -0.035 0.156
N -1.807533 0.307854 -0.415070 0.835 -0.519 -0.242
P -0.649140 2.824579 0.731350 -1.361 2.543 -0.893
P 0.084226 -2.535909 0.515474 0.821 -3.119 -0.160
C -1.582941 2.717799 -0.871716 -0.202 -0.321 -0.338
H -0.858638 2.911598 -1.685717 -0.402 -0.484 0.208
H -2.337149 3.511908 -0.978047 0.329 -0.176 0.263
C -1.241144 -2.105406 -0.568740 -2.546 0.182 0.556
H -1.745829 -3.032402 -0.889391 0.334 0.297 0.026
C 0.954150 -3.957039 -0.591125 0.209 0.259 -0.081
C -0.240442 -3.434424 2.240040 -0.043 0.399 1.119
C 0.998912 3.755944 0.415997 0.448 0.051 -0.142
C -1.937912 3.813052 1.713912 0.175 -0.091 0.514
C 2.424169 -3.528357 -0.465448 0.148 0.033 0.050
H 2.833805 -3.703369 0.537422 -0.090 -0.006 -0.241
H 3.053125 -4.066928 -1.190943 -0.213 0.068 0.215
H 2.507813 -2.455143 -0.671048 0.189 -0.292 0.094
C 0.769080 -5.444944 -0.247026 -0.194 -0.234 0.356
H 1.038679 -5.729946 0.775222 -0.099 0.041 -0.426
H -0.255497 -5.787924 -0.449336 0.320 0.107 0.036
H 1.425163 -6.028886 -0.918511 -0.155 0.390 0.166
C 0.480728 -3.813620 -2.039008 -0.093 0.247 -0.050
H 1.185295 -4.333240 -2.706669 -0.226 0.124 0.284
H -0.511712 -4.256172 -2.201485 0.267 0.121 0.042
H 0.443197 -2.757047 -2.328750 -0.079 -0.374 -0.229
C 1.100972 -3.988821 2.756755 0.380 0.168 -0.550
H 1.778281 -3.148998 2.972469 -0.126 -0.270 0.071
H 0.928512 -4.530826 3.698671 -0.109 0.180 -0.292
H 1.622636 -4.661292 2.072232 -0.191 0.168 0.306
C -0.715883 -2.474329 3.331407 -0.088 0.361 -0.045
H 0.019501 -1.683774 3.517497 -0.157 -0.166 0.086
H -1.685895 -2.024831 3.105882 0.041 -0.120 0.026
H -0.822101 -3.044903 4.268979 0.013 0.173 -0.361
C -1.352240 -4.443456 1.985585 -0.272 -0.234 -0.747
H -1.073855 -5.237577 1.289695 -0.100 0.162 0.272
H -1.646565 -4.917055 2.935173 0.172 0.243 -0.155
H -2.233434 -3.926782 1.577927 0.045 -0.214 0.227
C -1.465871 3.919997 3.172764 -0.025 0.089 0.112
H -2.143822 4.608227 3.701440 0.273 -0.241 -0.060
H -1.510787 2.946641 3.677108 0.004 0.304 -0.023
H -0.443478 4.310758 3.262247 -0.326 -0.047 0.032
C -3.291266 3.077386 1.688978 0.149 -0.182 -0.152
H -3.703984 2.999308 0.675642 -0.034 0.057 0.247
H -3.228277 2.076647 2.124990 -0.163 0.154 -0.088
H -4.000515 3.658989 2.297764 0.230 -0.214 -0.193
C -2.157768 5.213301 1.100958 0.084 0.299 0.010
H -3.171763 5.551591 1.364817 0.311 -0.157 -0.048
H -1.459916 5.955989 1.504358 -0.222 -0.268 -0.153
H -2.095898 5.231663 0.004751 -0.006 0.092 0.262
C 1.316678 3.728098 -1.086603 -0.118 -0.056 -0.081
H 0.615200 4.333451 -1.675266 0.187 -0.118 0.111
H 2.320647 4.150773 -1.247290 -0.284 -0.125 0.141
H 1.323613 2.697025 -1.466176 0.003 0.252 -0.010
C 2.127632 3.016808 1.150764 -0.127 -0.099 0.180
H 2.242826 1.993667 0.772384 0.134 0.135 -0.037
H 3.072832 3.549650 0.971854 -0.253 -0.183 0.104
H 1.948846 2.982759 2.232408 0.130 0.017 -0.114
C 0.988946 5.204606 0.914079 -0.181 0.231 0.064
H 0.274140 5.831317 0.369258 0.240 -0.168 0.171
H 0.798067 5.267801 1.993306 0.052 0.094 -0.360
H 1.990359 5.628824 0.737400 -0.256 -0.209 0.028
Ru -0.265105 0.552178 1.050677 -0.883 0.495 -4.072
C -1.365109 0.539876 2.538913 -2.510 -0.265 5.593
O -1.979970 0.499393 3.539100 2.366 0.157 -4.334
N 0.832944 0.001299 -0.810665 -0.161 -2.680 -1.293
C 1.101910 -0.759458 -1.690179 1.609 4.868 1.441
C 2.143956 -0.675295 -2.877157 0.409 -1.095 -1.077
C 1.905026 -1.663053 -4.008688 -0.009 -0.355 -0.415
C 2.079626 0.721386 -3.492200 -0.487 0.688 0.306
C 3.549249 -0.895501 -2.314148 0.312 -0.138 0.684
H 2.154090 -2.693364 -3.735816 -0.129 0.282 -0.073
H 0.874301 -1.606392 -4.373140 0.135 -0.116 -0.041
H 2.568010 -1.392237 -4.849822 -0.298 -0.092 0.419
H 2.414757 1.485849 -2.784817 -0.122 -0.100 -0.072
H 2.760145 0.761232 -4.354633 -0.242 -0.178 0.300
H 1.068964 0.954464 -3.845418 0.171 0.068 0.018
H 4.295963 -0.544247 -3.042798 -0.402 -0.091 0.126
H 3.693096 -0.325743 -1.385944 0.104 -0.101 -0.210
H 3.755456 -1.954582 -2.115241 0.004 0.406 -0.131
O 2.186517 -0.196958 2.620455 -3.171 1.260 -2.486
C 1.244999 0.106703 1.999904 5.176 -2.550 4.853
```
Forces are in eV/Å.

Löwdin atomic charge list, values in e, 4 entries: number 1, C, carries -0.287; number 2, C, carries -0.294; number 3, C, carries 0.044; number 4, C, carries 0.041

# 4
A 2-piece molecular cluster, C4H10NO3 overall. Source: OMol25; level of theory: wB97M-V/def2-TZVPD.

HOMO-LUMO gap = 7.814 eV
energy relative to the best compared isomer or geometry (same formula, charge and spin) = 27.0 kcal per mole
total charge = -1
LUMO = 3.89 eV

XYZ file:
```
18
Properties=species:S:1:pos:R:3:forces:R:3
C -0.345769 -1.737290 0.795538 -0.422 -0.022 -0.850
N -1.314329 -0.658488 0.568912 0.360 0.200 -0.210
C -1.108558 0.414267 1.530992 -0.143 -0.038 -0.254
C -1.281871 -0.167149 -0.816041 0.434 -0.317 0.614
C 0.080684 0.285378 -1.426185 0.095 0.043 -0.864
O 0.012845 0.434516 -2.666757 -0.032 0.041 0.263
O 1.099416 0.446973 -0.705743 -0.393 0.003 0.543
H 0.630200 -1.334254 1.063932 0.092 -0.265 0.462
H -0.165330 -2.289004 -0.134645 -0.160 0.179 -0.035
H -0.793281 -2.472745 1.468977 0.419 0.157 0.479
H -0.208083 1.007394 1.351171 0.110 -0.065 -0.091
H -1.018566 -0.027942 2.519724 -0.199 0.106 0.253
H -1.953113 1.106959 1.478628 -0.097 -0.080 0.215
H -1.656007 -0.977251 -1.439941 -0.036 0.085 -0.214
H -1.970373 0.670766 -0.897802 -0.152 0.102 -0.062
H 1.774935 0.843441 1.137956 0.125 -0.238 -0.591
H 2.918987 1.788818 1.485248 -0.136 -0.299 -0.035
O 2.515383 0.954275 1.756942 0.134 0.411 0.376
```
Forces are in eV/Å.

natural (NBO) atomic charge list, values in e, 4 entries: number 1, C, carries -0.427; number 2, N, carries -0.462; number 3, C, carries -0.410; number 4, C, carries -0.340

# 5
One molecule with the formula C6H5PS2 in a non-equilibrium geometry. Source: OMol25; level of theory: wB97M-V/def2-TZVPD.

HOMO-LUMO gap (alpha / beta) = 5.094 / 5.105 eV
LUMO (alpha / beta) = -2.46 / -2.45 eV

XYZ file:
```
14
Properties=species:S:1:pos:R:3:forces:R:3
C 1.283628 0.020740 0.393929 3.474 -0.806 -0.755
C 0.920431 1.163702 -0.296469 -1.117 0.967 -0.144
C 0.365618 -0.760628 0.984800 1.452 -2.707 1.082
C -0.425835 1.453331 -0.411522 0.161 2.376 -0.358
C -0.975659 -0.435531 0.989086 -0.790 0.705 0.311
C -1.400068 0.731012 0.277187 -1.257 -1.049 0.985
P -3.709457 -1.675972 2.147324 0.720 0.200 0.500
S -1.707241 -1.491206 2.124585 -0.874 -0.732 -0.412
S -2.973960 1.346534 0.357197 -0.281 -0.265 0.026
H 2.411903 -0.230104 0.308339 -2.135 0.064 0.620
H 1.751677 1.789508 -0.602059 -0.493 0.233 -0.507
H 0.626501 -1.762883 1.466098 0.066 1.648 -0.626
H -0.945119 2.401855 -0.777309 1.599 -1.175 -0.094
H -3.768398 -0.429012 1.522655 -0.525 0.542 -0.631
```
Forces are in eV/Å.

natural (NBO) atomic charge list, values in e, 4 entries: number 1, C, carries -0.231; number 2, C, carries -0.172; number 3, C, carries -0.202; number 4, C, carries -0.241

# 6
A 2-piece molecular cluster, C3F6N2O4 overall in a non-equilibrium geometry. Source: OMol25; level of theory: wB97M-V/def2-TZVPD.

HOMO-LUMO gap (alpha / beta) = 9.280 / 8.535 eV
⟨S²⟩ = 2.01
multiplicity = 3
LUMO (alpha / beta) = -0.42 / -3.26 eV

XYZ file:
```
15
Properties=species:S:1:pos:R:3:forces:R:3
C 0.453138 -1.024634 0.543685 0.765 -1.038 -0.444
C -1.164431 0.307342 -1.130747 0.911 1.739 1.015
C 1.576212 -0.034459 0.738670 -0.610 0.256 -1.629
N -0.640400 -1.073007 1.461983 2.142 0.363 -0.183
N -0.451161 1.477529 -1.579569 -1.884 1.651 -0.609
O -1.539162 -1.776605 1.167627 -2.279 -1.759 -0.556
O 0.215724 1.437870 -2.573881 1.194 -1.696 -1.151
O -0.500854 -0.416415 2.461778 -0.190 0.881 0.902
O -0.685623 2.524518 -1.009643 -0.401 -0.169 1.358
F 0.589517 -2.049459 -0.272776 -0.181 0.856 0.444
F -2.070572 0.450431 -0.237726 -0.588 1.016 0.959
F -1.438863 -0.638011 -1.896451 0.075 -1.894 -2.475
F 1.033389 1.209374 0.533963 1.029 -0.905 0.747
F 2.037156 -0.197242 1.937276 0.957 0.686 1.159
F 2.585931 -0.197231 -0.144189 -0.940 0.012 0.463
```
Forces are in eV/Å.

natural (NBO) atomic charge list, values in e, 4 entries: number 1, C, carries 0.434; number 2, C, carries 0.790; number 3, C, carries 0.906; number 4, N, carries 0.454

Let's list M in order: 633.140; 103.121; 634.768; 120.128; 172.214; 242.031 g mol⁻¹.